# 1
One molecule with the formula C3H4O3. Source: the Open Molecules 2025 dataset; level of theory: the ωB97M-V functional and the def2-TZVPD basis.

Last column: natural (NBO) charge in e.
Positions of all 10 atoms, in Å:
O -2.08550 0.15611 -0.84339  -0.544
C -0.97320 0.17430 -0.38855  0.979
O -0.60039 -0.20631 0.95833  -0.544
C -1.21533 -1.18861 1.57515  0.178
C 1.40691 0.50976 -0.35661  -0.258
O 0.09716 0.65589 -0.97468  -0.486
H 1.41815 0.80400 0.68449  0.213
H -1.85678 -1.57815 0.79123  0.062
H 2.02314 1.17945 -0.93387  0.205
H 1.78582 -0.50644 -0.51211  0.196

Properties
* ΔE to the lowest compared entry with this formula, charge and spin: 92.8 kcal per mole
* HOMO-LUMO gap: 9.403 eV
* E_HOMO: -9.3 eV

# 2
A 11-piece molecular cluster, C33H88O33S11 overall. Source: the Open Molecules 2025 dataset; level of theory: the ωB97M-V functional and the def2-TZVPD basis.

Last column: Mulliken charge in e.
Positions of all 165 atoms, in Å:
O -1.60564 -1.63071 0.23274  -0.787
S -0.66056 -0.62304 0.51518  0.772
O 0.71724 -0.83496 0.20848  0.122
O -1.10619 0.73366 -0.16164  -0.039
C -0.55250 1.16192 -1.40906  0.257
C -1.38232 2.36102 -1.82049  -0.318
C -0.82145 0.01093 2.14137  -0.515
H -0.55161 0.38688 -2.18905  0.558
H 0.51374 1.41389 -1.33791  -0.182
H -0.92616 2.81463 -2.70100  0.610
H -1.40125 3.04990 -0.98037  -0.784
H -2.37822 2.00589 -2.07438  0.037
H -0.35834 0.99371 2.09523  -0.237
H -0.36294 -0.64041 2.86700  -0.138
H -1.89001 0.17589 2.28113  0.617
O -1.48954 0.19938 -6.64022  -0.729
S -2.73371 0.01082 -5.99487  1.288
O -2.79242 -0.53163 -4.68750  -0.547
O -3.52345 1.36713 -5.93080  -0.098
C -3.19174 2.45734 -6.85354  -0.199
C -3.70642 3.73642 -6.28335  -1.178
C -3.80898 -0.87149 -7.06450  -1.063
H -3.68437 2.17888 -7.79570  0.267
H -2.11906 2.52438 -7.04952  0.350
H -3.50671 4.55465 -6.97813  0.457
H -3.20999 4.02082 -5.36611  0.257
H -4.78644 3.71426 -6.15577  0.221
H -3.77476 -0.42209 -8.05351  0.379
H -4.81536 -0.83735 -6.65890  0.303
H -3.46967 -1.90447 -7.12495  0.359
O 0.38470 5.50847 1.17201  -0.817
S 0.43217 4.18966 1.64919  1.095
O -0.24704 3.09343 1.01238  -0.315
O 1.96075 3.75685 1.67302  -0.578
C 2.13678 2.33102 1.83168  2.282
C 3.61463 2.05402 1.96639  -1.629
C 0.03143 4.19932 3.38213  -0.580
H 1.66380 1.82410 0.99470  -0.362
H 1.65806 2.04137 2.77283  -0.625
H 3.93435 1.12624 2.42482  -0.063
H 4.02616 2.82406 2.63774  0.482
H 4.14757 2.19919 1.02407  0.339
H -1.04967 4.17382 3.47124  0.359
H 0.41777 5.14273 3.75432  0.566
H 0.53880 3.35401 3.83443  -0.245
O -1.81636 -4.33609 4.96851  -0.695
S -0.93981 -5.14190 4.20435  1.208
O -0.30835 -6.26175 4.77672  -0.580
O -1.80500 -5.64607 2.95152  -0.321
C -1.32909 -6.86731 2.33260  0.234
C -1.87829 -6.91707 0.91820  -1.005
C 0.17833 -4.04118 3.36579  0.269
H -1.66661 -7.74476 2.89261  0.356
H -0.23751 -6.96709 2.30303  -0.100
H -2.95985 -6.77625 0.92300  0.372
H -1.69669 -7.90225 0.48118  0.467
H -1.42850 -6.15578 0.28327  -0.094
H 1.02549 -3.94368 4.04080  0.281
H -0.35250 -3.11563 3.19614  0.102
H 0.45274 -4.55126 2.45002  -0.587
O 0.35411 8.96490 -4.46995  -0.601
S -0.66510 9.00305 -3.50079  1.133
O -2.02744 8.93314 -3.84193  -0.621
O -0.35291 7.84723 -2.45866  -0.246
C -1.47858 7.28550 -1.73686  -0.568
C -0.99561 6.00870 -1.05695  -0.515
C -0.42146 10.40211 -2.43847  -0.930
H -2.31221 7.09482 -2.39772  0.424
H -1.77966 7.99940 -0.96114  0.286
H -1.81920 5.44235 -0.61210  -0.144
H -0.36410 6.24127 -0.19343  0.574
H -0.43922 5.32868 -1.69956  0.369
H 0.53718 10.25166 -1.95637  0.324
H -1.20250 10.35578 -1.68291  0.299
H -0.51981 11.30480 -3.02759  0.373
O -2.08659 1.47275 7.84547  -0.669
S -1.94738 2.25398 6.66662  1.335
O -3.00669 3.12144 6.29449  -0.657
O -0.63167 3.13594 6.78177  -0.313
C 0.51506 2.45753 7.32685  0.166
C 1.72655 3.36977 7.18199  -1.181
C -1.54552 1.19609 5.30714  -0.566
H 0.61499 1.45575 6.88947  -0.006
H 0.34844 2.21291 8.38436  0.410
H 1.59718 4.27853 7.77316  0.366
H 1.85323 3.69912 6.14288  0.153
H 2.66727 2.91409 7.48810  0.372
H -0.86677 0.41665 5.62348  0.273
H -1.21584 1.86961 4.52577  -0.208
H -2.48989 0.71945 5.04528  0.520
O 0.20635 -4.71259 -4.86144  -0.649
S -0.59364 -3.53937 -5.00264  1.177
O -1.29689 -3.26230 -6.20945  -0.614
O -1.64005 -3.50449 -3.83811  -0.463
C -1.15045 -3.69102 -2.48178  0.634
C -2.29009 -4.20045 -1.65555  -1.273
C 0.46823 -2.16341 -4.66577  -0.036
H -0.78273 -2.71869 -2.13574  -0.009
H -0.29386 -4.36766 -2.50243  0.339
H -2.62887 -5.14750 -2.08013  0.435
H -3.14143 -3.53077 -1.58080  0.340
H -1.92376 -4.36625 -0.64070  0.025
H 1.24667 -2.27377 -5.42559  0.469
H 1.02043 -2.43716 -3.76189  -0.375
H -0.03145 -1.20747 -4.66236  0.062
O 1.36851 0.30773 4.31690  -0.235
S 2.36394 -0.69070 4.48551  0.867
O 2.06359 -1.88648 5.19727  -0.681
O 2.83943 -1.13816 3.06231  0.167
C 3.83139 -2.17994 3.01871  -1.085
C 4.08958 -2.50844 1.56811  -0.066
C 3.78625 0.10097 5.17290  -1.254
H 3.48515 -3.05717 3.57061  0.500
H 4.75983 -1.89513 3.53044  0.328
H 3.32844 -3.22138 1.25414  -0.414
H 5.07023 -2.96488 1.46405  0.656
H 3.98272 -1.63677 0.92934  -0.111
H 4.63181 -0.57722 5.11967  0.495
H 3.62232 0.31640 6.22562  0.411
H 3.89474 1.01809 4.60564  0.300
O -6.13256 2.97553 0.62917  -0.666
S -4.87767 2.36826 0.34856  1.009
O -4.48441 1.16171 0.95553  -0.498
O -4.71593 2.12210 -1.22327  -0.103
C -5.73819 2.72224 -2.06910  -0.513
C -5.22900 2.67885 -3.49229  -0.674
C -3.59364 3.54752 0.64400  -0.595
H -5.93230 3.75040 -1.75556  0.468
H -6.67032 2.16727 -1.97145  0.258
H -5.86879 3.22105 -4.18098  0.374
H -5.12421 1.64159 -3.81908  0.249
H -4.20951 3.06008 -3.55969  -0.016
H -3.66289 4.41171 -0.00331  0.305
H -2.62887 3.04807 0.60221  -0.111
H -3.74548 3.81324 1.69414  0.471
O 3.50821 -4.01107 -3.21990  -0.551
S 4.28480 -3.01790 -3.86548  1.201
O 4.29088 -2.83750 -5.26357  -0.611
O 3.86043 -1.60911 -3.27055  -0.498
C 3.58440 -1.54311 -1.85004  0.924
C 3.46584 -0.11918 -1.39256  -1.134
C 5.95860 -3.15413 -3.31609  -0.935
H 4.27589 -2.12929 -1.23664  0.374
H 2.62021 -2.05056 -1.71335  -0.372
H 3.07139 -0.05157 -0.37558  -0.205
H 2.87510 0.51988 -2.04311  0.369
H 4.45328 0.34609 -1.25656  0.450
H 6.50619 -2.29282 -3.68323  0.349
H 6.34704 -4.04615 -3.80266  0.401
H 5.98814 -3.24159 -2.23675  0.258
O 4.43042 -5.75997 2.26430  -0.645
S 3.16664 -6.36869 2.47953  1.268
O 2.54004 -6.41698 3.73249  -0.603
O 2.12220 -5.77203 1.43830  0.102
C 2.55494 -5.56230 0.06881  -1.347
C 1.60865 -4.55582 -0.54846  0.269
C 3.29578 -8.01835 1.80974  -0.997
H 2.37408 -6.48800 -0.49119  0.598
H 3.61175 -5.32032 -0.00889  0.491
H 1.56415 -3.60547 -0.02026  -0.123
H 0.61092 -5.01027 -0.53825  -0.297
H 1.81971 -4.46294 -1.61349  0.333
H 2.70835 -8.65555 2.46824  0.349
H 4.32120 -8.35722 1.92142  0.413
H 2.95279 -8.02512 0.78721  0.264

Properties
* ΔE to the lowest compared entry with this formula, charge and spin: 13.4 kcal per mole
* HOMO-LUMO gap: 10.572 eV
* E_HOMO: -10.8 eV
* SMILES: CCOS(C)(=O)=O.CCOS(C)(=O)=O.CCOS(C)(=O)=O.CCOS(C)(=O)=O.CCOS(C)(=O)=O.CCOS(C)(=O)=O.CCOS(C)(=O)=O.CCOS(C)(=O)=O.CCOS(C)(=O)=O.CCOS(C)(=O)=O.CCOS(C)(=O)=O